# C7H11N

One molecule with the formula C7H11N (ωB97M-V/def2-TZVPD, OMol25).

Values from the calculation:
E_LUMO = 0.0358 Eh
HOMO energy = -8.9018 eV
energy relative to the best compared isomer or geometry (same formula, charge and spin) = 3.537 eV
electronic energy = -327.95800 a.u.
largest force on an atom = 3.6 eV/Å
SMILES = C#C[C@]1(C)[C@H](N)[C@@H]1C

Last column: Mulliken charge in e.
Positions of all 19 atoms, in Å:
1 C -2.14 -1.68 0.46  0.186
2 C -1.37 -0.75 0.24  -1.067
3 C -0.52 0.38 -0.03  1.019
4 C -1.28 1.73 -0.23  -1.588
5 C 0.66 0.11 -0.96  -0.152
6 N 0.89 -1.28 -1.46  -0.617
7 C 0.92 0.46 0.44  0.005
8 C 1.38 -0.46 1.61  -1.472
9 H -3.04 -2.32 0.56  0.441
10 H -1.91 2.04 0.57  0.386
11 H -1.73 1.74 -1.18  0.385
12 H -0.45 2.46 -0.38  0.326
13 H 0.76 0.90 -1.78  0.224
14 H 0.11 -1.56 -2.14  0.272
15 H 1.79 -1.27 -1.98  0.245
16 H 1.28 1.47 0.61  0.326
17 H 0.94 -0.18 2.56  0.329
18 H 1.27 -1.57 1.39  0.314
19 H 2.42 -0.22 1.70  0.438

=====

# C7H11N

One molecule with the formula C7H11N (ωB97M-V/def2-TZVPD, OMol25).

Values from the calculation:
E_LUMO = 0.0365 Eh
HOMO energy = -7.5770 eV
energy relative to the best compared isomer or geometry (same formula, charge and spin) = 3.255 eV
electronic energy = -327.96835 a.u.
largest force on an atom = 1.9 eV/Å
SMILES = C/C=C/C#CN(C)C

Last column: Mulliken charge in e.
Positions of all 19 atoms, in Å:
1 C -1.21 1.08 3.81  -1.080
2 C -0.85 0.48 2.47  0.104
3 C -0.20 1.17 1.49  -1.135
4 C 0.11 0.61 0.18  -0.111
5 C 0.37 0.12 -0.91  0.803
6 N 0.70 -0.49 -2.05  -0.063
7 C 1.67 -1.60 -1.90  -0.895
8 C -0.16 -0.30 -3.23  -0.952
9 H -1.09 0.35 4.62  0.321
10 H -2.26 1.35 3.83  0.277
11 H -0.59 1.98 3.99  0.298
12 H -1.20 -0.51 2.24  0.364
13 H 0.14 2.18 1.69  0.258
14 H 2.50 -1.50 -2.62  0.283
15 H 1.13 -2.57 -2.08  0.278
16 H 2.12 -1.58 -0.92  0.308
17 H -0.86 0.51 -3.08  0.326
18 H 0.40 -0.07 -4.11  0.314
19 H -0.72 -1.22 -3.41  0.301

=====

# C7H11N2

An isolated ion of composition C7H11N2 and charge +1 (ωB97M-V/def2-TZVPD, OMol25).

Values from the calculation:
E_LUMO = -0.1837 Eh
net charge = +1
HOMO energy = -12.4516 eV
energy relative to the best compared isomer or geometry (same formula, charge and spin) = 6.561 eV
electronic energy = -382.38249 a.u.
largest force on an atom = 3.8 eV/Å
SMILES = C/[NH+]=C/CN(C)C1=C=C1

Last column: Mulliken charge in e.
Positions of all 20 atoms, in Å:
1 C -0.23 2.62 1.25  -0.817
2 N -0.47 1.20 1.10  -0.060
3 C 0.24 0.35 0.46  -0.176
4 C -0.13 -1.08 0.20  -0.401
5 N 0.32 -1.40 -1.10  -0.031
6 C 0.85 -2.67 -1.50  -0.932
7 C 0.19 -0.47 -1.99  0.820
8 C 0.16 0.33 -3.22  -1.265
9 C -0.27 0.80 -1.96  0.084
10 H -1.05 3.23 1.59  0.352
11 H 0.56 2.85 1.92  0.332
12 H -0.09 2.96 0.19  0.301
13 H -1.35 1.01 1.43  0.285
14 H 1.29 0.53 0.12  0.460
15 H 0.49 -1.84 0.83  0.315
16 H -1.21 -1.18 0.30  0.339
17 H 1.42 -3.00 -0.66  0.339
18 H 0.09 -3.42 -1.73  0.334
19 H 1.49 -2.68 -2.36  0.355
20 H -0.76 1.72 -1.65  0.368

=====

# C7H11N2O2

A 2-piece molecular cluster, C7H11N2O2 overall (ωB97M-V/def2-TZVPD, OMol25).

Values from the calculation:
E_LUMO = 0.1173 Eh
net charge = -1
HOMO energy = -3.6462 eV
energy relative to the best compared isomer or geometry (same formula, charge and spin) = 1.796 eV
electronic energy = -533.34898 a.u.
largest force on an atom = 1.9 eV/Å

Last column: Mulliken charge in e.
Positions of all 22 atoms, in Å:
1 C -3.50 1.49 0.83  -1.029
2 C -2.41 0.79 -0.06  0.593
3 O -2.12 1.44 -1.10  -0.750
4 O -2.09 -0.35 0.27  -0.655
5 H -3.66 1.32 1.89  0.308
6 H -4.41 1.06 0.37  0.226
7 H -3.72 2.57 0.72  0.329
8 C 1.38 1.15 0.45  -0.302
9 C 0.79 1.04 1.86  -1.220
10 C 1.68 -0.20 -0.12  0.265
11 C 2.83 -0.81 -0.49  -0.609
12 C 1.10 -2.10 -0.91  -0.379
13 N 0.58 -1.04 -0.39  -0.126
14 N 2.50 -2.08 -0.89  -0.132
15 H 0.56 1.49 -0.20  0.136
16 H 2.27 1.78 0.39  0.331
17 H -0.03 0.32 1.79  0.308
18 H 3.81 -0.37 -0.53  0.385
19 H 0.63 -2.95 -1.37  0.429
20 H 3.06 -2.72 -1.44  0.224
21 H 0.48 1.94 2.36  0.303
22 H 1.50 0.51 2.50  0.367

=====

# C7H11N2OPS

One molecule with the formula C7H11N2OPS (ωB97M-V/def2-TZVPD, OMol25).

Values from the calculation:
E_LUMO = 0.0183 Eh
HOMO energy = -7.9504 eV
energy relative to the best compared isomer or geometry (same formula, charge and spin) = 0.502 eV
electronic energy = -1197.54376 a.u.
largest force on an atom = 5.2 eV/Å
SMILES = C#CC1=CN(C)[P@](=O)(N(C)C)S1

Last column: Mulliken charge in e.
Positions of all 23 atoms, in Å:
1 C 1.15 3.61 -2.91  -0.296
2 C 0.91 2.84 -1.97  -0.888
3 C 0.53 2.02 -0.97  0.867
4 C 1.16 1.42 0.09  -0.598
5 N 0.51 0.58 0.95  0.176
6 C 1.13 0.21 2.30  -0.933
7 P -1.16 0.28 0.61  0.659
8 O -2.15 0.29 1.69  -0.683
9 N -1.02 -1.33 0.06  0.219
10 C -1.90 -2.41 0.38  -1.176
11 C -0.01 -1.68 -0.90  -1.057
12 S -1.26 1.82 -1.10  -0.233
13 H 1.50 3.81 -3.88  0.359
14 H 2.17 1.59 0.30  0.474
15 H 2.06 -0.31 2.10  0.364
16 H 1.40 1.23 2.90  0.281
17 H 0.53 -0.46 2.84  0.327
18 H -2.57 -2.39 1.10  0.423
19 H -2.48 -2.67 -0.50  0.371
20 H -1.41 -3.35 0.54  0.388
21 H 0.48 -0.87 -1.36  0.312
22 H 0.89 -2.16 -0.46  0.284
23 H -0.47 -2.08 -1.82  0.359

=====

# C7H11N2S

An isolated ion of composition C7H11N2S and charge -1 (ωB97M-V/def2-TZVPD, OMol25).

Values from the calculation:
E_LUMO = 0.1292 Eh
net charge = -1
HOMO energy = -2.0627 eV
energy relative to the best compared isomer or geometry (same formula, charge and spin) = 0.000 eV
electronic energy = -781.01869 a.u.
largest force on an atom = 4.1 eV/Å
SMILES = Cc1n[nH]c(C(C)C)c1[S-]

Last column: Mulliken charge in e.
Positions of all 21 atoms, in Å:
1 C -2.29 1.88 -2.62  -1.107
2 C -1.60 1.39 -1.41  0.252
3 N -2.23 0.97 -0.30  -1.213
4 N -1.30 0.48 0.53  0.405
5 C -0.08 0.42 -0.01  -0.448
6 C 1.09 -0.34 0.54  0.578
7 C 1.02 -1.61 -0.25  -1.202
8 C 1.32 -0.71 2.04  -1.359
9 C -0.22 1.04 -1.27  0.451
10 S 1.04 1.39 -2.33  -0.621
11 H -2.44 1.02 -3.27  0.214
12 H -3.21 2.36 -2.34  0.375
13 H -1.79 2.80 -2.95  0.295
14 H -1.66 -0.01 1.44  0.305
15 H 1.94 0.29 0.23  0.229
16 H -0.09 -2.05 -0.08  0.250
17 H 1.86 -2.29 0.04  0.361
18 H 0.92 -1.47 -1.37  0.296
19 H 0.56 -1.52 2.48  0.233
20 H 1.37 0.14 2.71  0.388
21 H 2.37 -1.21 2.18  0.317

=====

# C7H11N2Si

An isolated ion of composition C7H11N2Si and charge +1 (ωB97M-V/def2-TZVPD, OMol25).

Values from the calculation:
E_LUMO (alpha / beta) = -0.1983 / -0.1983 Eh
net charge = +1
HOMO energy (alpha / beta) = -13.1894 / -13.1895 eV
energy relative to the best compared isomer or geometry (same formula, charge and spin) = 4.432 eV
electronic energy = -671.95450 a.u.
largest force on an atom = 5.5 eV/Å
SMILES = N[SiH2]C(=[NH2+])c1ccccc1

Last column: Mulliken charge in e.
Positions of all 21 atoms, in Å:
1 N 2.43 0.47 1.49  -0.597
2 Si 1.79 -1.09 1.04  0.373
3 C 1.05 -0.33 -0.48  0.450
4 N 1.15 0.44 -1.63  -0.495
5 C -0.34 -0.19 -0.07  0.300
6 C -1.02 1.08 -0.32  -0.744
7 C -2.36 1.15 -0.39  -0.417
8 C -3.26 0.12 -0.25  -0.269
9 C -2.62 -1.05 0.26  -0.564
10 C -1.26 -1.32 0.23  -0.259
11 H 3.37 0.38 1.90  0.308
12 H 2.92 0.90 0.73  0.245
13 H 0.52 -1.16 1.65  0.032
14 H 2.65 -2.28 0.78  -0.055
15 H 1.83 0.41 -2.48  0.326
16 H 0.15 0.59 -2.19  0.401
17 H -0.32 1.85 -0.38  0.628
18 H -2.58 2.15 -0.84  0.290
19 H -4.34 -0.03 -0.65  0.317
20 H -3.38 -1.88 0.28  0.272
21 H -1.10 -2.35 0.34  0.461

=====

# C7H11N3OS

One molecule with the formula C7H11N3OS (ωB97M-V/def2-TZVPD, OMol25).

Values from the calculation:
E_LUMO (alpha / beta) = -0.0194 / 0.0126 Eh
HOMO energy (alpha / beta) = -6.9158 / -8.2367 eV
energy relative to the best compared isomer or geometry (same formula, charge and spin) = 6.479 eV
electronic energy = -910.81788 a.u.
largest force on an atom = 4.5 eV/Å

Last column: Mulliken charge in e.
Positions of all 23 atoms, in Å:
1 C -2.45 -2.02 -0.26  0.434
2 C 0.05 0.04 2.02  -0.210
3 C -1.41 0.43 1.39  -0.548
4 C -1.25 1.02 0.07  0.248
5 C 2.02 1.03 -1.05  -0.929
6 C -1.42 -1.46 -1.00  -0.437
7 C 2.34 -0.36 -0.46  -0.436
8 N -3.22 -2.64 0.30  -0.493
9 N 1.05 -0.41 1.40  -0.414
10 N 1.20 -0.86 0.23  -0.064
11 O -0.82 2.33 0.22  -0.496
12 S -1.74 0.29 -1.39  -0.117
13 H 0.09 0.35 3.01  0.454
14 H -1.86 -0.52 1.22  0.007
15 H -1.89 1.07 2.08  0.447
16 H 1.75 1.71 -0.36  0.335
17 H 2.94 1.50 -1.52  0.366
18 H 1.21 0.88 -1.86  0.158
19 H -1.42 -1.90 -2.00  0.378
20 H -0.54 -1.60 -0.40  0.331
21 H 2.53 -0.94 -1.38  0.281
22 H 3.21 -0.40 0.29  0.333
23 H -0.37 2.44 -0.56  0.372

=====

# C7H11N4

An isolated ion of composition C7H11N4 and charge +1 (ωB97M-V/def2-TZVPD, OMol25).

Values from the calculation:
E_LUMO (alpha / beta) = -0.1675 / -0.1729 Eh
net charge = +1
HOMO energy (alpha / beta) = -12.5739 / -12.4710 eV
energy relative to the best compared isomer or geometry (same formula, charge and spin) = 7.666 eV
electronic energy = -491.87049 a.u.
largest force on an atom = 4.0 eV/Å

Last column: Mulliken charge in e.
Positions of all 22 atoms, in Å:
1 C -1.39 0.82 -2.07  0.451
2 C -0.32 -0.18 -2.35  0.233
3 C -1.75 1.55 -0.84  -0.476
4 C -1.00 1.66 0.26  -0.244
5 C 0.38 1.23 0.59  -0.740
6 C 0.51 -0.30 0.41  0.045
7 C -0.48 -1.28 1.08  -1.048
8 N -1.95 0.89 -3.27  -0.527
9 N -0.34 -0.53 -3.63  -0.497
10 N -1.33 0.17 -4.19  0.090
11 N 1.93 -0.74 0.48  -0.204
12 H -2.74 1.83 -0.76  0.423
13 H -1.63 2.04 1.16  0.252
14 H 1.15 1.80 0.03  0.341
15 H 0.55 1.42 1.65  0.432
16 H -1.20 -1.50 0.19  0.265
17 H -0.90 -0.80 1.98  0.294
18 H 0.01 -2.23 1.24  0.474
19 H -1.70 0.08 -5.18  0.282
20 H 1.87 -1.78 0.80  0.432
21 H 2.55 -0.20 1.14  0.373
22 H 2.34 -0.83 -0.41  0.350

=====

# C7H11N4

An isolated ion of composition C7H11N4 and charge +1 (ωB97M-V/def2-TZVPD, OMol25).

Values from the calculation:
E_LUMO = -0.1294 Eh
net charge = +1
HOMO energy = -12.6062 eV
energy relative to the best compared isomer or geometry (same formula, charge and spin) = 1.429 eV
electronic energy = -492.09970 a.u.
largest force on an atom = 4.8 eV/Å
SMILES = CC1(C)[NH+]=CNc2nc[nH]c21

Last column: Mulliken charge in e.
Positions of all 22 atoms, in Å:
1 C -0.33 0.34 -1.92  -1.725
2 C 0.56 0.36 -0.62  1.569
3 C 1.58 1.44 -0.57  -1.418
4 N 1.09 -0.95 -0.62  -0.170
5 C 0.99 -1.94 0.23  -0.307
6 N 0.10 -2.01 1.21  -0.012
7 C -0.66 -0.87 1.35  0.623
8 N -1.80 -0.80 2.06  -0.690
9 C -2.27 0.40 1.75  -0.303
10 N -1.41 1.07 1.02  0.034
11 C -0.37 0.29 0.67  -0.695
12 H 0.25 0.14 -2.80  0.528
13 H -0.82 1.29 -2.11  0.399
14 H -1.13 -0.35 -1.73  0.447
15 H 1.49 2.11 -1.47  0.375
16 H 2.68 1.11 -0.45  0.315
17 H 1.29 2.18 0.16  0.338
18 H 1.55 -1.19 -1.44  0.248
19 H 1.63 -2.73 0.20  0.473
20 H 0.16 -2.77 1.87  0.300
21 H -3.26 0.76 2.26  0.344
22 H -1.34 2.11 0.95  0.327

=====

# C7H11N4O

An isolated ion of composition C7H11N4O and charge +1 (ωB97M-V/def2-TZVPD, OMol25).

Values from the calculation:
E_LUMO = -0.1468 Eh
net charge = +1
HOMO energy = -12.3444 eV
energy relative to the best compared isomer or geometry (same formula, charge and spin) = 5.644 eV
electronic energy = -567.17276 a.u.
largest force on an atom = 4.7 eV/Å
SMILES = C#[N+]/C=C1/CNCCN1/N=C\O

Last column: Mulliken charge in e.
Positions of all 23 atoms, in Å:
1 C 2.21 -0.23 3.77  0.046
2 N 1.51 0.18 2.93  -0.004
3 C 0.44 0.54 2.21  -0.890
4 C 0.27 0.44 0.85  1.076
5 C -0.66 1.52 0.27  -1.056
6 N -1.49 0.86 -0.74  -0.317
7 C -0.68 0.29 -1.93  -0.638
8 C 0.73 -0.11 -1.47  -0.578
9 N 0.65 -0.49 -0.03  0.608
10 N 1.47 -1.65 0.12  -1.046
11 C 0.81 -2.65 0.57  0.121
12 O -0.42 -2.93 0.83  -0.440
13 H 2.79 -0.57 4.55  0.490
14 H -0.08 1.38 2.53  0.384
15 H -1.23 1.94 1.05  0.633
16 H 0.05 2.37 -0.02  0.262
17 H -2.40 1.18 -1.11  0.255
18 H -0.70 0.86 -2.88  0.341
19 H -1.48 -0.47 -2.25  0.307
20 H 1.22 -0.97 -2.00  0.354
21 H 1.42 0.82 -1.46  0.281
22 H 1.40 -3.49 0.39  0.451
23 H -0.92 -2.10 0.78  0.363

=====

# C7H11N4O4

An isolated ion of composition C7H11N4O4 and charge +1 (ωB97M-V/def2-TZVPD, OMol25).

Values from the calculation:
E_LUMO = -0.1922 Eh
net charge = +1
HOMO energy = -13.4582 eV
energy relative to the best compared isomer or geometry (same formula, charge and spin) = 4.538 eV
electronic energy = -792.76841 a.u.
largest force on an atom = 4.7 eV/Å
SMILES = C=CC/C(N)=N\C(C)=C(/[N+](=O)[O-])[N+](=O)O

Last column: Mulliken charge in e.
Positions of all 26 atoms, in Å:
1 C -1.43 0.40 1.77  -0.996
2 C -0.16 -0.05 1.88  -0.310
3 C 0.19 -1.46 1.72  -0.514
4 C 0.87 -1.77 0.43  0.518
5 N 1.01 -3.00 0.18  -0.275
6 N 1.16 -0.80 -0.41  -0.380
7 C 0.93 0.40 -0.73  0.503
8 C 2.05 1.38 -0.71  -1.125
9 C -0.43 0.72 -1.16  -0.190
10 N -1.28 -0.40 -1.57  1.043
11 O -1.39 -1.36 -0.88  -0.548
12 O -1.85 -0.27 -2.66  -0.539
13 N -0.78 1.99 -1.29  0.930
14 O -0.09 3.03 -1.19  -0.657
15 O -2.11 2.17 -1.45  -0.450
16 H -2.27 -0.17 1.64  0.376
17 H -1.52 1.47 1.72  0.330
18 H 0.62 0.61 1.92  0.480
19 H -0.79 -2.08 1.80  0.374
20 H 0.93 -1.84 2.54  0.408
21 H 0.67 -3.64 0.84  0.250
22 H 1.16 -3.14 -0.81  0.295
23 H 1.62 2.40 -0.32  0.325
24 H 2.47 1.55 -1.60  0.412
25 H 2.85 0.78 -0.17  0.329
26 H -2.40 3.08 -1.49  0.411